No. 1
{"formula": "C8H18FN5O13", "method": "ωB97M-V/def2-TZVPD", "charge": 0, "e_tot_ha": -1666.936183, "smiles": "O=C1OC[C@@H](F)O1.C[N+](=O)[O-].C[N+](=O)[O-].C[N+](=O)[O-].C[N+](=O)[O-].C[N+](=O)[O-]", "homo_ev": -10.614, "e_lumo_ev": -0.49, "e_above_lowest_kcal_mol": 0.00, "spin_multiplicity": 1, "max_force_ev_per_a": 0.80, "species": ["O", "C", "O", "C", "C", "F", "O", "H", "H", "H", "C", "N", "O", "O", "H", "H", "H", "C", "N", "O", "O", "H", "H", "H", "C", "N", "O", "O", "H", "H", "H", "C", "N", "O", "O", "H", "H", "H", "C", "N", "O", "O", "H", "H", "H"], "xyz": [[-0.8900, -2.1026, 0.1661], [-0.2323, -1.3132, 0.7495], [0.1878, -0.1272, 0.2543], [1.2016, 0.3680, 1.1439], [0.8554, -0.2919, 2.4499], [-0.0494, 0.4464, 3.1782], [0.2124, -1.4732, 2.0263], [2.1721, 0.0017, 0.7953], [1.2155, 1.4485, 1.0974], [1.7051, -0.5051, 3.0887], [-3.1571, -4.5144, 0.9687], [-4.4874, -3.9882, 0.5503], [-4.7314, -2.8329, 0.8483], [-5.2261, -4.7179, -0.0727], [-3.2026, -5.5956, 0.9130], [-2.9863, -4.1270, 1.9658], [-2.4167, -4.1448, 0.2661], [1.3949, -0.0616, -2.7349], [2.7429, 0.2021, -3.2905], [3.6350, 0.3566, -2.4753], [2.8576, 0.3103, -4.4921], [0.9789, 0.9035, -2.4504], [1.5261, -0.6783, -1.8562], [0.7589, -0.5317, -3.4753], [0.8705, 3.6306, 3.4737], [1.8066, 2.5956, 3.9639], [1.7474, 2.3051, 5.1342], [2.5697, 2.0920, 3.1568], [1.2504, 4.6172, 3.7305], [-0.0788, 3.4585, 3.9715], [0.7718, 3.5622, 2.3964], [2.3985, 5.0474, -0.2735], [2.0771, 3.9794, -1.2450], [1.4742, 2.9991, -0.8374], [2.4562, 4.1390, -2.3805], [3.4472, 4.9386, -0.0117], [1.7520, 4.9396, 0.5874], [2.2417, 6.0078, -0.7541], [-2.3805, -2.5003, -3.0734], [-3.1343, -3.7342, -2.7676], [-4.3373, -3.7247, -2.9220], [-2.4891, -4.6698, -2.3340], [-1.6835, -2.7332, -3.8799], [-1.7751, -2.2813, -2.1956], [-3.0495, -1.7002, -3.3541]], "atomic_forces_ev_per_a": [[-0.26, -0.34, -0.26], [0.11, 0.59, 0.11], [0.06, -0.39, 0.21], [0.29, 0.09, -0.64], [-0.21, 0.02, -0.06], [0.04, 0.07, -0.06], [0.21, 0.07, 0.20], [-0.01, 0.05, 0.05], [-0.18, 0.03, 0.27], [-0.05, -0.19, 0.07], [-0.20, -0.18, -0.07], [0.01, 0.13, -0.17], [0.00, -0.04, -0.02], [0.04, -0.01, 0.12], [-0.01, -0.01, 0.11], [0.18, -0.06, 0.01], [-0.02, 0.16, 0.05], [-0.27, -0.02, 0.14], [0.04, 0.33, 0.03], [-0.05, -0.10, -0.20], [0.06, -0.11, 0.10], [0.10, 0.00, 0.05], [-0.05, -0.03, 0.04], [0.17, -0.03, -0.16], [-0.46, 0.31, -0.12], [0.13, -0.15, 0.01], [0.03, 0.06, 0.01], [0.02, 0.08, -0.03], [0.15, -0.12, 0.20], [0.03, 0.04, 0.00], [0.07, -0.22, -0.02], [-0.04, 0.34, 0.17], [-0.03, -0.23, -0.18], [0.03, 0.13, 0.03], [-0.05, -0.05, 0.00], [0.00, -0.06, 0.04], [0.05, -0.11, 0.06], [0.04, -0.06, -0.12], [0.78, 0.07, -0.15], [-0.45, 0.01, 0.26], [0.24, -0.02, -0.14], [0.03, -0.05, -0.09], [-0.19, -0.07, -0.03], [-0.20, 0.13, 0.09], [-0.18, -0.03, 0.08]]}

---

No. 2
{"formula": "C8H18N2", "method": "ωB97M-V/def2-TZVPD", "charge": 0, "e_tot_ha": -425.090601, "smiles": "C[C@@H]1CC1(C)C.[H]/N=C(\\C)N", "homo_ev": -8.858, "e_lumo_ev": 0.90, "e_above_lowest_kcal_mol": 25.30, "spin_multiplicity": 1, "max_force_ev_per_a": 3.52, "species": ["C", "C", "C", "C", "C", "C", "H", "H", "H", "H", "H", "H", "H", "H", "H", "H", "H", "H", "H", "N", "C", "C", "N", "H", "H", "H", "H", "H"], "xyz": [[0.9708, 2.0742, 0.4365], [0.5273, 0.9135, 1.2701], [1.4319, 0.2134, 2.2130], [1.0417, -0.5726, 0.9571], [0.1482, -1.7631, 1.2611], [2.2355, -0.9340, 0.0879], [0.8636, 2.9957, 1.0119], [1.9992, 1.9917, 0.0925], [0.3175, 2.1219, -0.4455], [-0.5411, 0.9121, 1.4670], [2.4497, 0.5734, 2.2802], [1.0365, -0.1152, 3.1641], [-0.6323, -1.4893, 1.9697], [-0.3449, -2.1067, 0.3503], [0.7239, -2.5979, 1.6639], [2.8659, -1.6713, 0.5855], [2.8365, -0.0597, -0.1477], [1.9022, -1.3825, -0.8473], [-3.2628, 0.4642, -0.0364], [-2.2538, 0.4086, -0.1332], [-1.8678, 0.2019, -1.3357], [-2.7711, 0.0513, -2.5430], [-0.5412, 0.0871, -1.5877], [-2.6892, -0.9576, -2.9498], [-3.8124, 0.2290, -2.2786], [-2.4771, 0.7580, -3.3188], [-0.2656, -0.2398, -2.4983], [0.1088, -0.1060, -0.6885]], "atomic_forces_ev_per_a": [[-0.37, 0.08, -0.27], [0.25, -1.57, -0.69], [-0.18, 0.09, 0.01], [0.68, 0.48, 1.87], [-0.31, 0.46, -0.43], [-0.51, 0.37, -0.28], [0.06, 0.05, -0.09], [0.13, 0.00, 0.07], [0.24, 0.26, 0.20], [0.21, -0.05, 0.14], [0.12, 0.02, -0.09], [-0.07, -0.10, 0.04], [-0.02, -0.03, 0.02], [-0.11, -0.12, -0.02], [0.10, 0.05, 0.06], [-0.01, 0.03, 0.12], [0.14, 0.03, -0.05], [0.05, -0.05, -0.23], [0.06, 0.03, -0.30], [-0.13, -0.02, 0.14], [-0.70, -0.15, 0.29], [0.06, 0.09, 0.17], [2.01, -0.61, 2.03], [0.04, -0.01, -0.02], [0.08, 0.03, 0.02], [-0.02, 0.00, -0.07], [0.16, -0.07, 0.19], [-1.97, 0.69, -2.83]]}

---

No. 3
{"formula": "C8H18N2Si", "method": "ωB97M-V/def2-TZVPD", "charge": 0, "e_tot_ha": -714.364379, "s_squared": 2.01, "homo_ev": [-5.275, -9.735], "e_lumo_ev": [0.88, -1.05], "e_above_lowest_kcal_mol": 0.00, "spin_multiplicity": 3, "max_force_ev_per_a": 10.66, "species": ["C", "C", "C", "C", "C", "C", "C", "C", "N", "N", "Si", "H", "H", "H", "H", "H", "H", "H", "H", "H", "H", "H", "H", "H", "H", "H", "H", "H", "H"], "xyz": [[2.7978, 1.8406, 1.3022], [2.9792, 0.6887, 1.2139], [-0.8116, 2.1230, -0.4798], [3.0859, -0.7368, 0.9223], [1.2781, 1.8142, -1.5985], [-1.6296, -2.4060, -1.1574], [-2.9951, -0.0319, 0.1353], [-0.5360, -1.4476, 1.6560], [0.0306, 0.0299, -0.7191], [0.0287, 1.3410, -0.9448], [-1.2671, -0.8552, -0.0783], [2.3891, 2.8065, 1.4562], [-1.6513, 1.8464, 0.0005], [-0.6426, 3.1848, -0.6994], [3.6672, -0.9204, 0.1030], [2.1395, -1.0046, 0.6100], [3.4245, -1.3849, 1.7368], [0.9295, 2.3002, -2.5665], [1.6378, 2.5519, -0.9840], [1.8259, 0.8807, -1.7144], [-1.9729, -2.1019, -2.1418], [-0.8015, -3.0167, -1.5231], [-2.1703, -3.1519, -0.5615], [-3.0949, 0.9114, 0.6841], [-3.4996, 0.1894, -0.9114], [-3.7463, -0.7733, 0.5206], [-0.4798, -2.5269, 1.5323], [0.3901, -0.9356, 1.8136], [-1.3052, -1.2149, 2.3929]], "atomic_forces_ev_per_a": [[-0.99, 3.19, 0.64], [0.90, -3.42, -0.38], [-3.81, 8.16, 1.99], [0.24, 0.82, 2.33], [-3.48, -1.25, -1.87], [1.27, 0.17, 0.17], [-1.59, -0.35, -2.07], [-1.92, 0.22, -1.83], [0.08, -0.28, -0.24], [7.82, -5.66, -4.52], [-1.23, -1.78, 1.52], [0.31, 0.28, 0.00], [-2.29, -0.86, 1.28], [-0.27, -0.44, 0.30], [1.95, -0.29, -2.13], [-2.18, -0.97, -0.43], [-0.14, 0.37, 0.04], [0.83, -0.66, 0.74], [1.70, 1.61, 1.34], [0.54, 0.70, -0.20], [-1.27, -0.01, 0.17], [0.83, 0.31, 0.60], [-0.77, 0.46, -0.50], [0.09, -0.47, 0.17], [1.30, -0.29, 1.71], [0.87, 0.51, 0.13], [0.47, -0.08, 0.37], [0.46, -0.01, 0.42], [0.29, 0.03, 0.27]]}

---

No. 4
{"formula": "C8H18N3O", "method": "ωB97M-V/def2-TZVPD", "charge": 1, "e_tot_ha": -554.729587, "homo_ev": -12.948, "e_lumo_ev": -3.32, "e_above_lowest_kcal_mol": 56.12, "spin_multiplicity": 1, "max_force_ev_per_a": 4.98, "species": ["C", "C", "C", "C", "C", "C", "C", "C", "N", "N", "N", "O", "H", "H", "H", "H", "H", "H", "H", "H", "H", "H", "H", "H", "H", "H", "H", "H", "H", "H"], "xyz": [[1.4232, 0.9338, -1.9119], [2.6266, 0.3013, -1.1170], [0.0662, 0.7395, -0.0711], [0.0807, -2.4564, 0.8790], [-2.9389, 1.4770, 0.0812], [-0.7101, -1.7767, -0.2284], [-2.2906, 0.2808, -0.6571], [-1.0818, -0.3075, 0.0962], [0.3253, 1.0675, -1.3594], [2.2069, -0.1588, 0.1810], [2.5488, 0.7448, 1.2598], [0.1376, 1.6682, 0.8792], [1.5663, 1.2819, -2.9524], [3.0534, -0.7318, -1.5757], [3.4547, 0.9775, -1.0060], [-0.4810, -2.5192, 1.8481], [0.2319, -3.5211, 0.5552], [1.0981, -1.9822, 1.0145], [-3.0187, 1.2408, 1.0955], [-4.0050, 1.6713, -0.2979], [-2.2223, 2.4107, -0.0178], [-1.6365, -2.2874, -0.4939], [-0.1022, -1.8384, -1.0552], [-2.2082, 0.5391, -1.6986], [-2.9785, -0.4962, -0.5888], [-1.3174, -0.1171, 1.2477], [2.9259, 0.1913, 1.9626], [1.6277, 1.1468, 1.4554], [3.2037, 1.4006, 0.9091], [0.5884, 2.3435, 0.4985]], "atomic_forces_ev_per_a": [[2.48, -0.34, -1.10], [-0.03, -2.99, 0.14], [-0.80, -3.12, -0.95], [0.25, -1.11, 0.66], [0.68, 1.65, -2.31], [-1.10, 1.09, 2.09], [-0.32, 1.13, 1.08], [1.16, 1.74, 2.23], [-0.60, 1.03, 0.96], [-1.78, -0.19, -0.44], [-1.34, -0.18, -2.60], [-1.99, -3.06, 1.32], [-0.09, -0.33, 0.56], [-1.09, 2.73, 0.15], [0.55, 0.62, -0.63], [0.53, 0.26, -0.77], [0.08, 0.88, 0.41], [-1.32, -0.57, -0.08], [-0.16, -0.22, 1.74], [1.80, 0.04, 0.32], [-1.85, -1.52, 0.14], [0.03, -0.14, 0.28], [1.28, 0.22, -2.33], [0.72, -0.20, -0.41], [-1.47, -1.49, -0.12], [0.24, -1.08, -2.16], [0.82, -0.99, 1.96], [0.32, 0.62, 1.30], [0.99, 1.26, 0.19], [2.00, 4.26, -1.62]]}